A molecular structure, C2HO3Sn in a non-equilibrium geometry. Source: OMol25; level of theory: ωB97M-V/def2-TZVPD.

The expectation value of S² is 0.7559. As for the total energy: -14035.3430 eV. The calculation puts the relative energy (zero: lowest compared OMol25 entry of this formula, charge and spin) at 4.802 eV. The calculation puts the LUMO energy (spin up / spin down) at -12.41 / -12.41 eV. Its net charge is +2. Its multiplicity is 2.

CARTESIAN COORDINATES (ANGSTROEM)
1 O -1.9224 0.0142 0.1702
2 H -2.1853 0.9528 0.1466
3 O 0.3163 0.7959 -0.0999
4 O 1.2063 -0.3412 -0.3256
5 C -0.6885 -0.2065 -0.0074
6 C 0.2106 -1.2996 -0.0783
7 Sn 3.0630 0.0844 0.1944